DFT (ωB97M-V/def2-TZVPD) results for a cluster of 2 separate species, C6H16S in total.

Summary:
Orbital gap ... 0.35999 hartree
Max |F| ... 2.950 eV Å⁻¹
ΔE to the lowest compared entry with this formula, charge and spin ... 147.88 kJ/mol
SMILES ... CC(C)C.CCS
M ... 120.26 g/mol

Each line ends with the natural charge from an NBO analysis.
CARTESIAN COORDINATES (ANGSTROEM)
C: 1.10 1.27 1.84  -0.6149
C: -0.07 1.92 1.03  -0.2286
C: -0.98 2.62 2.07  -0.6116
C: 0.45 3.03 0.10  -0.6283
H: 1.54 0.32 1.51  0.2081
H: 0.98 1.24 2.92  0.2041
H: 1.86 2.02 1.65  0.2064
H: -0.56 1.14 0.44  0.1969
H: -0.57 3.62 2.29  0.2018
H: -1.92 2.70 1.52  0.2175
H: -0.91 2.23 3.08  0.2134
H: 0.22 4.08 0.32  0.2159
H: 1.55 2.93 -0.15  0.2098
H: 0.10 2.87 -0.94  0.2099
C: 1.28 -1.70 -0.69  -0.6221
C: 0.18 -1.60 -1.80  -0.5106
S: -1.04 -2.91 -1.35  -0.0754
H: 2.25 -1.31 -1.09  0.2021
H: 1.57 -2.69 -0.41  0.2217
H: 0.97 -1.06 0.14  0.2148
H: -0.41 -0.69 -1.89  0.2225
H: 0.58 -1.67 -2.82  0.2195
H: -2.10 -2.19 -0.93  0.1270